[1]
287
Properties=species:S:1:pos:R:3:lowdin_charge:R:1 method="wB97M-V/def2-TZVPD" gap_ev=8.783 energy_ha=-5122.15082 de_lowest_kj_mol=618.56
C 4.043 -3.887 -1.498 -0.061
O 3.759 -4.850 -0.454 -0.248
C 4.496 -4.717 0.738 -0.180
C 3.945 -3.446 1.397 -0.195
N 4.822 -3.019 2.510 -0.058
C 4.677 -3.786 3.751 -0.175
C 3.187 -3.686 4.210 -0.200
O 2.432 -4.876 3.920 -0.202
C 2.598 -5.945 4.854 -0.106
H 5.080 -3.830 -1.828 0.092
H 3.760 -2.857 -1.283 0.065
H 3.374 -4.131 -2.324 0.074
H 5.576 -4.692 0.592 0.118
H 4.143 -5.570 1.317 0.119
H 2.922 -3.670 1.696 0.106
H 3.706 -2.607 0.743 0.104
H 4.610 -2.050 2.705 0.036
H 5.302 -3.413 4.563 0.105
H 4.926 -4.839 3.624 0.105
H 2.707 -2.901 3.625 0.100
H 3.092 -3.375 5.250 0.111
H 2.491 -5.738 5.919 0.080
H 3.648 -6.229 4.924 0.073
H 1.978 -6.782 4.532 0.078
C -2.269 -5.610 -12.054 -0.121
O -2.506 -4.594 -11.113 -0.160
C -1.367 -4.357 -10.355 -0.261
C -1.506 -3.315 -9.207 -0.184
N -0.322 -3.214 -8.281 -0.048
C -0.510 -2.347 -7.094 -0.202
C 0.521 -2.625 -5.971 -0.187
O 0.021 -3.830 -5.312 -0.229
C 0.629 -4.096 -4.049 -0.115
H -1.848 -6.554 -11.706 0.089
H -1.633 -5.197 -12.837 0.087
H -3.219 -5.830 -12.540 0.088
H -0.409 -4.191 -10.848 0.123
H -1.160 -5.249 -9.764 0.111
H -2.374 -3.630 -8.627 0.108
H -1.805 -2.338 -9.587 0.112
H -0.153 -4.157 -7.960 0.094
H -1.467 -2.456 -6.583 0.110
H -0.379 -1.286 -7.306 0.100
H 0.386 -1.851 -5.215 0.098
H 1.562 -2.709 -6.283 0.123
H 1.703 -4.028 -4.225 0.081
H 0.302 -5.105 -3.801 0.065
H 0.278 -3.437 -3.255 0.064
C -0.310 7.430 -0.573 -0.081
O -0.420 7.072 -1.947 -0.154
C -0.911 5.795 -2.199 -0.241
C 0.141 4.717 -2.356 -0.160
N 0.952 4.527 -1.171 -0.079
C 2.111 3.753 -1.347 -0.237
C 3.147 4.428 -2.146 -0.170
O 3.460 5.780 -1.594 -0.216
C 4.643 6.400 -2.014 -0.125
H 0.216 8.361 -0.361 0.099
H 0.063 6.693 0.138 0.064
H -1.341 7.511 -0.229 0.074
H -1.532 5.817 -3.095 0.122
H -1.716 5.585 -1.494 0.116
H 0.734 5.135 -3.169 0.123
H -0.326 3.744 -2.514 0.095
H 1.186 5.420 -0.762 0.072
H 1.775 2.773 -1.687 0.111
H 2.578 3.583 -0.377 0.110
H 2.881 4.588 -3.191 0.106
H 3.990 3.736 -2.123 0.114
H 4.591 7.485 -1.920 0.087
H 4.778 6.301 -3.091 0.083
H 5.540 6.051 -1.503 0.085
C 4.470 0.000 -2.444 -0.080
O 5.549 -0.872 -1.991 -0.191
C 5.880 -0.546 -0.639 -0.223
C 6.915 -1.563 -0.097 -0.173
N 8.107 -1.675 -0.978 -0.046
C 9.166 -2.530 -0.450 -0.214
C 9.899 -3.168 -1.632 -0.181
O 9.097 -4.196 -2.254 -0.187
C 9.063 -5.362 -1.580 -0.170
H 3.597 -0.079 -1.796 0.076
H 4.113 -0.384 -3.400 0.085
H 4.867 1.015 -2.420 0.085
H 4.998 -0.429 -0.009 0.100
H 6.216 0.484 -0.519 0.103
H 6.426 -2.534 -0.014 0.089
H 7.160 -1.204 0.903 0.114
H 7.695 -2.106 -1.793 0.093
H 8.772 -3.326 0.182 0.099
H 9.838 -1.933 0.166 0.118
H 10.828 -3.671 -1.366 0.113
H 10.233 -2.351 -2.273 0.124
H 10.080 -5.735 -1.700 0.083
H 8.566 -6.112 -2.195 0.096
H 8.813 -5.375 -0.519 0.088
C -10.686 0.531 1.083 -0.151
O -9.341 0.744 0.948 -0.201
C -9.058 1.905 0.174 -0.191
C -7.490 2.159 -0.020 -0.148
N -6.984 1.253 -1.122 -0.020
C -6.993 -0.156 -0.684 -0.191
C -6.146 -0.456 0.521 -0.193
O -4.780 -0.066 0.322 -0.221
C -3.950 -0.543 1.361 -0.096
H -10.896 -0.261 1.802 0.086
H -11.194 0.086 0.227 0.092
H -11.166 1.411 1.510 0.091
H -9.459 2.761 0.715 0.108
H -9.543 1.994 -0.799 0.120
H -7.039 2.128 0.972 0.081
H -7.288 3.195 -0.291 0.111
H -6.033 1.512 -1.344 0.023
H -6.737 -0.774 -1.544 0.110
H -8.005 -0.393 -0.357 0.106
H -6.087 -1.525 0.726 0.123
H -6.623 -0.033 1.406 0.118
H -2.930 -0.248 1.111 0.072
H -3.951 -1.629 1.459 0.082
H -4.082 -0.123 2.358 0.078
C -3.314 8.542 2.249 -0.132
O -2.289 7.904 2.944 -0.171
C -2.444 6.492 3.002 -0.191
C -1.397 5.822 3.879 -0.215
N -0.116 5.823 3.263 -0.074
C 0.996 5.685 4.150 -0.193
C 2.366 5.733 3.344 -0.188
O 2.407 6.869 2.495 -0.194
C 3.029 6.809 1.174 -0.062
H -3.431 9.623 2.317 0.091
H -4.327 8.254 2.531 0.080
H -3.323 8.220 1.208 0.075
H -2.349 6.164 1.967 0.120
H -3.426 6.244 3.405 0.101
H -1.555 4.768 4.109 0.106
H -1.391 6.412 4.795 0.127
H -0.096 6.697 2.758 0.105
H 0.885 4.768 4.730 0.101
H 1.036 6.378 4.990 0.110
H 2.426 4.746 2.885 0.091
H 3.208 5.832 4.029 0.113
H 4.110 6.671 1.177 0.082
H 2.914 7.844 0.854 0.092
H 2.566 6.100 0.488 0.051
C -0.755 2.263 6.412 -0.079
O -1.332 1.258 5.558 -0.220
C -0.998 -0.081 5.828 -0.212
C -1.903 -1.093 5.080 -0.185
N -3.114 -1.589 5.736 -0.018
C -4.088 -0.466 5.924 -0.218
C -5.106 -0.827 6.989 -0.213
O -4.603 -1.181 8.288 -0.207
C -3.897 -0.124 8.969 -0.076
H -1.331 3.173 6.241 0.065
H 0.222 2.621 6.085 0.067
H -0.719 1.989 7.466 0.092
H -1.047 -0.311 6.893 0.112
H 0.047 -0.181 5.534 0.100
H -1.274 -1.977 4.976 0.111
H -2.056 -0.725 4.066 0.105
H -2.998 -1.660 6.737 0.079
H -4.688 -0.383 5.018 0.110
H -3.643 0.513 6.100 0.092
H -5.491 -1.784 6.637 0.120
H -6.011 -0.228 7.084 0.122
H -3.971 -0.211 10.053 0.083
H -4.335 0.850 8.749 0.081
H -2.868 -0.345 8.686 0.076
C -0.662 1.395 2.205 -0.055
C -0.121 2.104 1.013 -0.443
C -0.426 1.263 -0.242 -0.223
O 0.282 0.075 -0.196 -0.183
C 0.465 -0.525 -1.510 -0.054
N -0.755 3.392 0.891 0.074
H -0.455 2.033 3.064 0.073
H -0.216 0.405 2.297 0.086
H -1.744 1.349 2.082 0.061
H 0.951 2.297 1.057 0.127
H -0.104 1.870 -1.088 0.094
H -1.489 1.031 -0.297 0.114
H -0.511 -0.521 -1.994 0.074
H 1.028 -1.458 -1.541 0.083
H 1.035 0.201 -2.090 0.055
H -0.279 3.900 0.159 0.023
H -0.523 3.947 1.703 0.046
C 0.422 1.543 -4.850 -0.036
C 1.940 1.034 -5.148 -0.348
C 2.364 1.230 -6.637 -0.219
O 3.726 0.952 -6.866 -0.165
C 4.093 1.247 -8.174 -0.130
N 2.778 1.863 -4.273 0.057
H 0.345 2.608 -5.065 0.064
H 0.107 1.417 -3.814 0.039
H -0.326 1.117 -5.519 0.063
H 1.946 -0.046 -4.997 0.111
H 2.054 2.225 -6.956 0.122
H 1.777 0.531 -7.232 0.118
H 5.163 1.439 -8.260 0.091
H 3.607 2.153 -8.537 0.082
H 3.810 0.512 -8.927 0.089
H 3.683 1.426 -4.173 0.030
H 3.145 2.638 -4.806 0.077
C -2.980 2.801 -3.060 -0.070
C -4.234 2.019 -2.627 -0.374
C -4.273 0.613 -3.265 -0.130
O -3.046 -0.145 -3.007 -0.178
C -3.277 -1.455 -3.306 -0.160
N -4.155 2.101 -1.153 0.050
H -1.998 2.447 -2.748 0.051
H -3.132 3.847 -2.793 0.072
H -2.896 2.842 -4.146 0.079
H -5.068 2.645 -2.944 0.131
H -4.212 0.761 -4.344 0.127
H -5.172 0.094 -2.936 0.104
H -2.336 -1.946 -3.059 0.071
H -3.549 -1.719 -4.328 0.094
H -4.063 -1.910 -2.702 0.087
H -4.375 1.222 -0.707 0.022
H -3.260 2.390 -0.786 0.055
C -4.380 3.561 6.886 -0.066
C -4.194 4.139 5.478 -0.422
C -4.472 3.230 4.271 -0.191
O -4.697 3.993 3.127 -0.220
C -4.519 3.341 1.888 -0.087
N -5.103 5.265 5.502 0.039
H -3.570 2.874 7.129 0.049
H -5.334 3.038 6.963 0.076
H -4.386 4.312 7.676 0.083
H -3.186 4.553 5.493 0.103
H -5.406 2.673 4.348 0.130
H -3.661 2.512 4.151 0.117
H -5.171 2.468 1.840 0.065
H -3.463 3.093 1.780 0.069
H -4.809 3.997 1.067 0.089
H -6.021 4.851 5.570 0.074
H -5.192 5.548 4.536 0.048
C -2.805 -5.836 0.761 -0.032
C -1.836 -4.821 0.133 -0.440
C -2.433 -3.789 -0.806 -0.204
O -3.387 -4.356 -1.697 -0.203
C -2.827 -5.202 -2.716 -0.068
N -1.225 -4.085 1.237 0.053
H -2.187 -6.518 1.346 0.086
H -3.410 -6.367 0.026 0.076
H -3.537 -5.253 1.321 0.082
H -1.067 -5.431 -0.341 0.076
H -1.761 -3.025 -1.197 0.107
H -3.133 -3.108 -0.322 0.116
H -2.214 -4.566 -3.354 0.076
H -3.678 -5.560 -3.295 0.088
H -2.367 -6.125 -2.362 0.083
H -1.870 -4.125 2.013 0.062
H -1.011 -3.143 0.942 0.061
C 2.836 0.304 4.481 -0.072
C 3.783 0.450 3.319 -0.383
C 4.288 1.950 3.136 -0.188
O 5.132 1.859 2.047 -0.208
C 5.389 3.073 1.408 -0.104
N 4.905 -0.348 3.715 0.037
H 3.272 0.442 5.470 0.087
H 2.225 -0.598 4.434 0.065
H 2.071 1.080 4.493 0.064
H 3.243 0.183 2.411 0.142
H 4.907 2.370 3.929 0.132
H 3.484 2.644 2.890 0.101
H 4.491 3.561 1.030 0.071
H 5.972 2.769 0.538 0.083
H 6.003 3.811 1.924 0.093
H 5.782 -0.160 3.250 0.086
H 5.102 -0.198 4.694 0.085
C 1.587 -7.521 -2.310 -0.044
C 0.998 -6.814 -1.123 -0.428
C 1.570 -7.315 0.251 -0.200
O 1.318 -8.661 0.552 -0.183
C 1.707 -8.954 1.907 -0.094
N 1.192 -5.400 -1.185 0.068
H 1.620 -8.603 -2.176 0.081
H 2.629 -7.207 -2.367 0.081
H 1.180 -7.325 -3.302 0.070
H -0.080 -6.967 -1.068 0.117
H 1.399 -6.685 1.124 0.121
H 2.655 -7.310 0.144 0.113
H 2.793 -8.935 1.993 0.087
H 1.333 -9.936 2.196 0.084
H 1.245 -8.283 2.631 0.070
H 0.629 -4.895 -0.516 0.055
H 2.183 -5.283 -1.031 0.026

=====

[2]
16
Properties=species:S:1:pos:R:3:lowdin_charge:R:1 method="wB97M-V/def2-TZVPD" gap_ev=10.291 energy_ha=-308.83901 smiles="C/C=C/CO.O" de_lowest_kj_mol=155.30
C -0.118 1.534 1.414 -0.103
C -1.186 0.737 0.717 -0.173
C -1.084 -0.107 -0.306 -0.107
C -2.288 -0.832 -0.877 -0.261
O -2.709 -0.211 -2.092 -0.075
H 0.832 1.450 0.880 0.068
H 0.008 1.101 2.404 0.073
H -0.298 2.606 1.373 0.072
H -2.158 0.913 1.170 0.103
H -0.084 -0.410 -0.609 0.105
H -1.970 -1.863 -1.021 0.107
H -3.151 -0.721 -0.236 0.111
H -1.997 -0.243 -2.737 0.078
O 5.645 -1.044 -0.213 -0.067
H 5.301 -1.050 0.691 0.034
H 5.259 -1.860 -0.558 0.033

=====

[3]
92
Properties=species:S:1:pos:R:3:lowdin_charge:R:1 method="wB97M-V/def2-TZVPD" gap_ev="6.723 / 7.785" energy_ha=-4594.57652 spin_multiplicity=6 total_charge=+1
Fe -1.317 1.006 0.329 0.897
O 0.215 -0.350 -0.742 0.091
C 1.114 -1.107 -0.733 -0.104
C 2.136 -1.987 -0.732 -0.218
C 1.995 -3.301 -1.288 -0.017
C 3.064 -4.158 -1.241 -0.076
C 4.286 -3.762 -0.684 -0.062
C 4.428 -2.464 -0.177 -0.078
C 3.393 -1.559 -0.183 -0.330
P 3.444 0.143 0.447 1.104
C 3.323 1.066 -1.121 -0.395
C 2.498 2.187 -1.174 -0.104
C 2.355 2.907 -2.354 -0.066
C 3.039 2.506 -3.491 -0.065
C 3.862 1.385 -3.451 -0.064
C 4.000 0.667 -2.275 -0.086
C 5.148 0.364 1.040 -0.385
C 6.082 1.179 0.410 -0.076
C 7.346 1.351 0.962 -0.069
C 7.686 0.712 2.143 -0.075
C 6.756 -0.097 2.785 -0.078
C 5.492 -0.259 2.243 -0.125
H 1.056 -3.598 -1.731 0.101
H 2.957 -5.152 -1.654 0.112
H 5.123 -4.444 -0.661 0.105
H 5.384 -2.156 0.227 0.106
H 1.956 2.499 -0.288 0.088
H 1.705 3.771 -2.386 0.109
H 2.928 3.061 -4.413 0.110
H 4.387 1.067 -4.342 0.109
H 4.627 -0.217 -2.253 0.115
H 5.831 1.682 -0.515 0.100
H 8.066 1.985 0.462 0.109
H 8.672 0.846 2.568 0.108
H 7.015 -0.596 3.710 0.107
H 4.768 -0.887 2.752 0.103
N -4.544 2.307 -1.174 0.135
C -3.876 3.106 -0.326 -0.659
N -2.790 2.769 0.351 0.046
C -2.443 3.819 1.198 -0.341
C -3.227 4.910 1.162 -0.338
S -4.490 4.677 0.023 1.103
C -1.275 3.626 2.048 -0.334
C -0.825 4.458 3.004 -0.334
S 0.523 3.754 3.807 1.099
C 0.411 2.383 2.774 -0.682
N -0.575 2.435 1.898 0.018
N 1.277 1.358 2.903 0.111
H -4.047 1.490 -1.489 0.056
H -5.228 2.707 -1.793 0.114
H -3.135 5.827 1.717 0.083
H -1.215 5.414 3.306 0.083
H 2.104 1.487 3.458 0.099
H 1.367 0.696 2.150 0.015
C -5.695 -0.862 -1.179 -0.072
C -4.738 -1.961 -1.617 -0.169
C -3.432 -1.467 -2.255 -0.303
C -2.536 -2.701 -2.524 -0.147
C -1.250 -2.423 -3.291 -0.060
C -3.717 -0.824 -3.602 -0.421
O -4.453 -1.329 -4.413 0.123
N -3.034 0.342 -3.887 0.214
C -2.187 1.053 -3.030 -0.541
O -1.592 2.021 -3.434 0.091
N -2.138 0.631 -1.715 0.078
C -2.696 -0.521 -1.331 -0.465
O -2.550 -0.801 -0.124 -0.017
H -6.613 -1.293 -0.781 0.082
H -5.982 -0.224 -2.019 0.080
H -5.263 -0.233 -0.398 0.061
H -5.223 -2.589 -2.364 0.124
H -4.471 -2.592 -0.768 0.124
H -3.147 -3.406 -3.090 0.130
H -2.323 -3.150 -1.552 0.124
H -1.447 -2.009 -4.280 0.087
H -0.696 -3.350 -3.438 0.078
H -0.603 -1.718 -2.766 0.059
H -3.124 0.711 -4.825 0.170
C -3.145 -2.945 5.011 -0.030
C -2.607 -1.961 4.013 -0.244
C -3.365 -0.881 3.574 0.002
C -2.834 -0.002 2.655 -0.112
N -1.598 -0.126 2.161 -0.038
C -0.864 -1.162 2.578 -0.111
C -1.324 -2.087 3.491 -0.001
H -4.232 -2.922 5.044 0.083
H -2.775 -2.708 6.010 0.095
H -2.824 -3.958 4.774 0.087
H -4.372 -0.728 3.938 0.122
H -3.415 0.840 2.294 0.114
H 0.124 -1.269 2.144 0.105
H -0.685 -2.909 3.788 0.123